ORCA calculation (the ωB97M-V functional and the def2-TZVPD basis) on a structure of composition C38H35Cl2N2O2P2PtS.

- Energy: -104745.7658 eV
- Net charge: +1
- Maximum force: 1.32 eV/A
- Relative energy (zero: lowest compared OMol25 entry of this formula, charge and spin): 0.000 eV

Each line ends with the Löwdin charge.
Cartesian coordinates (Å):
Pt (-1.8326, 0.9839, 0.4728)  0.932
Cl (-1.2155, 3.5498, -0.0209)  0.700
C (-2.6307, 4.3576, 0.6961)  -0.859
Cl (-3.7451, 3.0859, 1.2047)  0.657
H (-3.1017, 4.9778, -0.0563)  0.044
H (-2.3071, 4.9314, 1.5569)  0.040
C (-7.0832, -0.0698, -4.7647)  -0.040
C (-6.4046, -0.2293, -3.4346)  -0.255
C (-5.6805, 0.8176, -2.8661)  -0.026
C (-5.0811, 0.6752, -1.6262)  -0.066
C (-5.2138, -0.5265, -0.9482)  -0.284
C (-5.9279, -1.5837, -1.4896)  -0.044
C (-6.5145, -1.4300, -2.7339)  -0.018
S (-4.4374, -0.7041, 0.6277)  0.613
O (-4.5510, 0.5385, 1.3436)  -0.411
O (-4.9036, -1.8973, 1.2579)  -0.253
N (-2.8260, -0.8083, 0.2509)  -0.214
C (-2.1625, -2.0314, 0.2302)  -0.389
C (-2.7906, -3.2365, -0.1308)  -0.004
C (-2.0390, -4.3923, -0.1590)  -0.044
C (-0.6877, -4.3453, 0.1599)  -0.055
C (-0.1491, -3.1156, 0.4755)  -0.132
N (-0.8608, -1.9922, 0.5013)  0.035
H (-6.7978, 0.8615, -5.2502)  0.078
H (-8.1668, -0.0668, -4.6340)  0.092
H (-6.8385, -0.8988, -5.4290)  0.087
H (-5.5974, 1.7602, -3.3929)  0.116
H (-4.5229, 1.4868, -1.1732)  0.080
H (-6.0297, -2.5006, -0.9236)  0.115
H (-7.0765, -2.2488, -3.1654)  0.124
H (-3.8392, -3.2417, -0.3747)  0.089
H (-2.4997, -5.3302, -0.4404)  0.117
H (-0.0692, -5.2313, 0.1484)  0.106
H (0.9028, -3.0052, 0.7209)  0.090
C (2.9719, 0.8915, 1.0779)  -0.543
P (1.3085, 0.1035, 0.8183)  1.066
C (0.7392, 0.9264, -0.7449)  -0.380
C (1.3437, 2.0082, -1.3591)  -0.112
C (0.7500, 2.6236, -2.4641)  -0.062
C (-0.4661, 2.1823, -2.9677)  -0.091
C (-1.0674, 1.0687, -2.4102)  -0.078
C (-0.4820, 0.4291, -1.2991)  -0.262
C (0.2536, 1.1376, 1.9627)  -0.419
C (-0.9066, 0.5461, 2.5441)  -0.220
C (-1.7014, 1.2933, 3.4333)  -0.081
C (-1.3502, 2.5894, 3.7656)  -0.084
C (-0.2005, 3.1520, 3.2243)  -0.073
C (0.5766, 2.4446, 2.3153)  -0.137
P (4.1348, 0.1617, -0.1932)  1.015
C (4.0975, -1.6130, 0.2785)  -0.446
C (4.2682, -2.0369, 1.5974)  -0.110
C (4.2595, -3.3877, 1.9039)  -0.073
C (4.0933, -4.3305, 0.8955)  -0.082
C (3.9324, -3.9187, -0.4174)  -0.085
C (3.9308, -2.5628, -0.7240)  -0.112
C (5.7605, 0.6721, 0.4827)  -0.391
C (6.8120, -0.2381, 0.5915)  -0.093
C (8.0504, 0.1748, 1.0599)  -0.074
C (8.2585, 1.5011, 1.4079)  -0.083
C (7.2275, 2.4185, 1.2718)  -0.084
C (5.9888, 2.0096, 0.8039)  -0.112
H (3.3015, 0.6474, 2.0895)  0.056
H (2.9706, 1.9761, 0.9718)  0.014
H (2.2982, 2.3776, -1.0091)  0.088
H (1.2505, 3.4603, -2.9351)  0.120
H (-0.9161, 2.6864, -3.8124)  0.116
H (-1.9517, 0.6364, -2.8630)  0.116
H (-0.7321, -0.6108, -1.1098)  0.079
H (-1.0344, -0.5282, 2.4902)  0.097
H (-2.5686, 0.8248, 3.8813)  0.124
H (-1.9542, 3.1524, 4.4650)  0.118
H (0.0986, 4.1529, 3.5112)  0.118
H (1.4447, 2.9256, 1.8836)  0.099
H (4.4384, -1.3123, 2.3846)  0.107
H (4.3969, -3.7060, 2.9298)  0.108
H (4.0971, -5.3854, 1.1398)  0.106
H (3.8156, -4.6512, -1.2061)  0.106
H (3.8090, -2.2343, -1.7495)  0.097
H (6.6645, -1.2724, 0.3112)  0.102
H (8.8542, -0.5439, 1.1548)  0.108
H (9.2261, 1.8206, 1.7718)  0.106
H (7.3937, 3.4576, 1.5258)  0.105
H (5.1950, 2.7394, 0.6868)  0.093



ORCA calculation (the ωB97M-V functional and the def2-TZVPD basis) on an isolated molecule of C5H5FS2.

- SMILES string: C#C[C@@]1(F)[C@H](S)[C@@H]1S
- Energy: -29650.1876 eV
- Maximum force: 5.23 eV/A
- Relative energy (zero: lowest compared OMol25 entry of this formula, charge and spin): 2.920 eV

Each line ends with the Löwdin charge.
Cartesian coordinates (Å):
C (1.2065, -0.3213, 0.0304)  -0.604
C (-0.0429, -1.0266, -0.4454)  -0.489
C (-0.1452, 0.3848, 0.0759)  -0.491
C (-0.5169, 1.4514, -0.7669)  -0.045
C (-1.0982, 2.2630, -1.5045)  0.145
H (1.1700, -0.2498, 2.2642)  -0.099
H (1.8692, 0.0713, -0.7325)  0.100
H (-0.1546, -1.2883, -1.4480)  0.070
H (-1.3333, -1.7002, 1.3551)  -0.166
H (-1.6201, 3.0942, -2.0990)  0.075
F (-0.6902, 0.6035, 1.3490)  -0.003
S (2.1434, -0.7829, 1.4552)  0.767
S (-0.7878, -2.4992, 0.4663)  0.741



ORCA calculation (the ωB97M-V functional and the def2-TZVPD basis) on a cluster of 3 separate species, C4H8O3 in total.

- Energy: -10413.5834 eV
- Maximum force: 1.28 eV/A
- Relative energy (zero: lowest compared OMol25 entry of this formula, charge and spin): 7.420 eV

Each line ends with the Löwdin charge.
Cartesian coordinates (Å):
C (-1.5280, -0.9678, -1.6105)  0.166
C (0.1517, 1.9115, 1.6263)  0.173
C (0.0321, 2.0017, 0.2323)  -0.374
O (0.9560, 1.8441, -0.5828)  0.005
C (-1.3093, -2.0848, -0.8021)  -0.340
O (-0.4391, -2.1520, 0.0774)  0.005
H (-1.0541, -0.0341, -1.3609)  0.036
H (-2.2208, -1.1163, -2.4243)  0.063
H (0.9753, 1.4733, 2.1686)  0.073
H (-0.7043, 2.2586, 2.1900)  0.066
H (-0.9551, 2.2639, -0.1771)  0.109
H (-1.9779, -2.9470, -0.9164)  0.112
H (1.5910, 0.3519, 0.4016)  -0.029
H (1.0223, -1.0351, 0.5522)  -0.007
O (1.7907, -0.5014, 0.8085)  -0.057